Entry 1:
Molecular formula: C34H49HgN7O6PS
Method: DFT, the ωB97M-V functional and the def2-TZVPD basis

Spin multiplicity: 2
LUMO (alpha / beta), eV: 4.2090 / 4.1329
Frontier orbital gap (alpha / beta), eV: 5.8 / 6.4
Total charge: -2
E_HOMO (alpha / beta), eV: -1.63 / -2.28

Cartesian coordinates (Å):
1 Hg -0.3520 -0.3572 0.5981
2 N -1.4081 -3.8912 3.3453
3 C -1.5642 -2.5724 2.7413
4 C -0.6188 -1.5915 3.4313
5 O -0.3983 -1.7603 4.6433
6 N -0.1323 -0.5891 2.7014
7 C 0.6480 0.3961 3.4295
8 C 1.1243 1.5869 2.5840
9 O 1.6655 2.5125 3.2050
10 O 0.9344 1.5350 1.3299
11 H -1.2316 -3.7333 4.3337
12 H -2.2561 -4.4316 3.2372
13 H -1.3759 -2.6209 1.6679
14 H -2.5751 -2.1550 2.8641
15 H 0.0748 0.7973 4.2703
16 H 1.5345 -0.0661 3.8765
17 N -4.9943 -5.6733 2.8210
18 C -4.3603 -5.0358 1.7327
19 C -4.8085 -3.7930 1.2854
20 C -4.1494 -3.1423 0.2557
21 C -3.0355 -3.7208 -0.3371
22 C -2.5763 -4.9455 0.1130
23 C -3.2401 -5.6068 1.1376
24 S -2.1504 -2.8008 -1.6427
25 O -1.2023 -3.8018 -2.1662
26 O -3.2495 -2.3874 -2.5275
27 N -0.9064 -0.7409 -1.3595
28 C 0.1535 -0.8091 -2.1664
29 N 1.3999 -0.5501 -1.6535
30 C 2.4125 -0.4701 -2.4945
31 C 2.2788 -0.6996 -3.8582
32 C 0.9936 -1.0247 -4.2835
33 N -0.0563 -1.0733 -3.4931
34 H -5.9641 -5.4155 2.9224
35 H -4.8923 -6.6766 2.8073
36 H -5.6729 -3.3347 1.7549
37 H -4.5023 -2.1794 -0.0959
38 H -1.7034 -5.3796 -0.3577
39 H -2.8747 -6.5650 1.4940
40 H 3.3801 -0.2509 -2.0522
41 H 3.1197 -0.6578 -4.5358
42 H 0.8069 -1.2525 -5.3326
43 O 4.2212 -2.5805 -0.6869
44 C 3.1085 -3.0922 -0.6161
45 C 2.5039 -3.8495 -1.7823
46 C 2.4369 -5.3691 -1.5447
47 C 1.2181 -5.8041 -0.7261
48 C 1.1612 -5.2256 0.6863
49 C 1.0914 -3.7042 0.7139
50 N 2.3654 -3.0373 0.5067
51 H 3.1411 -3.6211 -2.6346
52 H 1.4986 -3.4723 -1.9996
53 H 3.3636 -5.7061 -1.0650
54 H 2.3910 -5.8641 -2.5187
55 H 1.1905 -6.8982 -0.6709
56 H 0.3248 -5.4819 -1.2710
57 H 2.0283 -5.5496 1.2731
58 H 0.2723 -5.6010 1.2014
59 H 0.7337 -3.4050 1.6966
60 H 0.3551 -3.3655 -0.0240
61 H 2.7431 -2.4767 1.2536
62 C -1.1555 4.1593 1.7202
63 C -2.4633 3.4229 1.4075
64 C -3.6084 4.4375 1.4023
65 C -2.7274 2.4132 2.5368
66 P -2.1918 2.3111 -0.0918
67 C -3.8678 1.8923 -0.7443
68 C -3.9885 0.5718 -1.1873
69 C -5.1502 0.1156 -1.7983
70 C -6.2267 0.9739 -1.9619
71 C -6.1232 2.2938 -1.5398
72 C -4.9525 2.7506 -0.9500
73 C -1.4741 3.2899 -1.5334
74 C -2.0261 4.7000 -1.7339
75 C -1.7589 2.4602 -2.7944
76 C 0.0475 3.3356 -1.3400
77 H -1.2103 4.5569 2.7390
78 H -1.0009 5.0036 1.0444
79 H -0.2851 3.5053 1.6682
80 H -3.5486 5.0307 2.3223
81 H -4.5825 3.9479 1.3912
82 H -3.5532 5.1296 0.5602
83 H -2.8905 2.9484 3.4785
84 H -1.8796 1.7388 2.6685
85 H -3.6151 1.8078 2.3293
86 H -3.1316 -0.0915 -1.1191
87 H -5.1726 -0.9038 -2.1638
88 H -7.1373 0.6247 -2.4358
89 H -6.9523 2.9780 -1.6850
90 H -4.8890 3.7908 -0.6668
91 H -3.1089 4.6898 -1.8785
92 H -1.5778 5.1375 -2.6342
93 H -1.7905 5.3574 -0.8956
94 H -2.8096 2.5145 -3.0857
95 H -1.5016 1.4068 -2.6569
96 H -1.1535 2.8556 -3.6171
97 H 0.3467 3.9102 -0.4653
98 H 0.5038 3.7918 -2.2263
99 H 0.4603 2.3330 -1.2153

***

Entry 2:
Molecular formula: CH4NO3
Method: DFT, the ωB97M-V functional and the def2-TZVPD basis

LUMO, eV: 4.4020
Frontier orbital gap, eV: 8.5
Total charge: -1
E_HOMO, eV: -4.05

Cartesian coordinates (Å):
1 N -1.0985 0.7601 -1.4624
2 C -0.1585 -0.1075 -0.8410
3 O -0.3942 -0.4117 0.3532
4 O 0.7924 -0.4617 -1.5686
5 H -1.1580 0.7660 -2.4613
6 H -1.7774 1.2672 -0.9177
7 H 1.4043 -0.0311 2.8258
8 H 0.8251 -0.9258 1.7151
9 O 1.5648 -0.8555 2.3567

***

Entry 3:
Molecular formula: C34H49N5O3
Method: DFT, the ωB97M-V functional and the def2-TZVPD basis

LUMO, eV: -10.0742
Frontier orbital gap, eV: 6.4
Total charge: +4
E_HOMO, eV: -16.49

Cartesian coordinates (Å):
1 C 3.0992 -6.5393 -5.7390
2 N 2.4056 -5.3081 -5.3214
3 C 2.1078 -4.3309 -6.1892
4 C 1.6987 -3.0955 -5.7347
5 C 1.4722 -2.8379 -4.3912
6 C 1.7147 -3.8838 -3.4962
7 C 2.1606 -5.1106 -3.9974
8 C 0.8207 -1.5865 -3.9797
9 C 1.2197 -0.8720 -2.8613
10 C 0.4126 0.1520 -2.4399
11 N -0.6434 0.6261 -3.1725
12 C -0.9693 0.0004 -4.3071
13 C -0.2846 -1.1356 -4.7270
14 C -1.3201 1.8692 -2.7260
15 H 3.9238 -6.2856 -6.4037
16 H 2.3433 -7.2452 -6.0732
17 H 3.6448 -7.0668 -4.9574
18 H 2.4036 -4.4749 -7.2195
19 H 1.6660 -2.3140 -6.4827
20 H 1.4952 -3.8582 -2.4387
21 H 2.5201 -5.9560 -3.4193
22 H 2.0497 -1.0271 -2.1855
23 H 0.6817 0.7485 -1.5793
24 H -1.9276 0.2208 -4.7610
25 H -0.6064 -1.7030 -5.5866
26 H -0.5856 2.4843 -2.2162
27 H -2.0988 1.5737 -2.0246
28 H -1.6963 2.2982 -3.6497
29 C -1.3624 -16.4694 3.7590
30 N -0.9526 -15.1725 3.1953
31 C -0.7838 -14.1173 4.0010
32 C -0.4293 -12.8940 3.4593
33 C 0.0720 -12.7898 2.1507
34 C -0.1451 -13.9473 1.3693
35 C -0.6508 -15.1166 1.8865
36 C 0.8648 -11.6133 1.6785
37 C 1.6862 -10.9361 2.5807
38 C 2.4688 -9.9137 2.1065
39 N 2.4136 -9.5916 0.7774
40 C 1.5363 -10.1371 -0.0545
41 C 0.7612 -11.2238 0.3495
42 C 3.2644 -8.4997 0.2809
43 H -1.9035 -16.4294 4.7008
44 H -0.4354 -17.0238 3.9051
45 H -2.0331 -16.9598 3.0568
46 H -1.0074 -14.1304 5.0577
47 H -0.2415 -12.1719 4.2449
48 H 0.2781 -14.0937 0.3822
49 H -0.7675 -16.0355 1.3314
50 H 1.8137 -11.2209 3.6147
51 H 3.1934 -9.3684 2.6923
52 H 1.6061 -9.8041 -1.0881
53 H 0.1063 -11.7036 -0.3616
54 H 3.1107 -7.6346 0.9280
55 H 2.9949 -8.2680 -0.7491
56 H 4.2921 -8.8081 0.4710
57 C 9.9935 -4.1101 -1.4890
58 C 10.2235 -5.5414 -1.9839
59 C 8.9440 -6.3205 -2.2860
60 C 9.0987 -7.7620 -2.7627
61 N 7.8285 -8.3298 -3.3981
62 C 8.1005 -9.7663 -3.9345
63 C 7.3370 -10.7260 -3.0103
64 C 7.0182 -9.9305 -1.7450
65 C 6.7642 -8.5614 -2.3224
66 C 7.2151 -7.4773 -4.4989
67 H 10.9146 -3.5385 -1.5698
68 H 9.7118 -4.2371 -0.4428
69 H 9.2353 -3.6018 -2.0841
70 H 10.9443 -6.0613 -1.3520
71 H 10.7356 -5.4555 -2.9504
72 H 8.3760 -5.7481 -3.0264
73 H 8.2686 -6.1727 -1.4331
74 H 9.3994 -8.4542 -1.9767
75 H 9.9486 -7.7552 -3.4481
76 H 7.8244 -9.8530 -4.9822
77 H 9.1855 -9.8074 -3.8688
78 H 6.4793 -11.1724 -3.5078
79 H 8.0267 -11.5289 -2.7481
80 H 6.1133 -10.3181 -1.2790
81 H 7.8557 -9.9784 -1.0510
82 H 5.8404 -8.5719 -2.8989
83 H 6.9191 -7.7613 -1.6017
84 H 6.8743 -6.5326 -4.0768
85 H 6.4148 -8.0405 -4.9659
86 H 8.0630 -7.1603 -5.1051
87 O 3.9315 -9.3605 -4.5914
88 C 3.1503 -9.4504 -3.4615
89 O 2.4255 -8.4796 -3.0755
90 O 3.2749 -10.5446 -2.8668
91 H 4.1871 -10.3132 -4.5391

***

Table of energy relative to the best compared isomer or geometry (same formula, charge and spin) (kJ/mol), in record order: 43.4; 20.3; 125.4